No. 1
# C3H9BrN3

A 3-piece molecular cluster, C3H9BrN3 overall in a non-equilibrium geometry (ωB97M-V/def2-TZVPD, OMol25).

The geometry in XYZ format:
```
16
Properties=species:S:1:pos:R:3:forces:R:3
Br 2.601686 0.040297 -0.521630 -0.5 -0.1 0.2
N -0.149446 0.366613 -0.329686 -1.0 -3.4 -2.0
N -1.025674 2.398376 -0.137802 0.0 -1.6 -0.2
N -1.424309 -0.244490 -0.578900 -0.6 -0.4 -1.4
C 0.829128 -0.493450 -0.401429 0.0 -2.0 -0.4
C 0.485283 -1.997417 -0.399309 3.7 -0.3 2.1
C -0.007612 1.683021 0.036183 -0.3 3.1 0.8
H -1.660250 -0.514677 -1.603433 1.4 1.0 2.1
H -1.019736 3.283856 0.290821 0.4 1.5 0.4
H 0.334481 -2.288034 0.693485 0.0 0.5 -1.2
H -0.325266 -2.285353 -0.930518 -2.8 -0.2 -1.4
H 0.874702 0.099020 2.506657 -1.2 1.4 -2.2
H 1.246921 -2.745060 -0.783266 0.0 1.6 0.6
H -2.242136 0.248021 -0.233075 0.7 0.7 0.3
H 0.951737 1.946572 0.548480 -0.8 -0.3 -0.6
H 0.530491 0.502703 1.843429 1.2 -1.5 2.9
```
Positions in Å, forces in eV/Å.

Lowest unoccupied orbital energy in eV: -5.47
Gap between HOMO and LUMO in eV: 9.172
E_HOMO in hartree: -0.538
Total charge: +1

---

No. 2
# C22H23N3O5S

A 2-piece molecular cluster, C22H23N3O5S overall in a non-equilibrium geometry (ωB97M-V/def2-TZVPD, OMol25).

The geometry in XYZ format:
```
54
Properties=species:S:1:pos:R:3:forces:R:3
S 4.180150 4.336465 0.939044 0.0 -0.1 0.1
O 5.612570 2.431087 2.708584 -0.9 -1.4 0.4
O 5.478756 0.331288 4.751812 -0.5 0.8 -1.2
O -3.958245 -3.864803 -1.985659 0.5 -0.2 0.0
O 3.862302 -0.316035 3.300449 1.3 1.2 0.5
O -1.063433 -5.975144 0.136578 0.0 0.0 0.2
N -4.327565 -1.764505 -1.450512 -0.2 1.4 0.4
N -1.334588 1.059351 -3.680416 -0.5 0.7 -1.0
N -1.531421 -3.879047 -0.343654 -0.9 2.0 -0.3
C 3.052217 3.780172 2.179497 0.4 -0.2 0.1
C 0.435993 2.726533 -0.807183 -0.6 -0.7 -0.8
C -1.553691 -0.305715 -3.712600 0.2 0.1 0.3
C 1.841867 4.479201 2.248173 -0.3 -0.2 0.3
C -0.226395 2.679115 -2.046281 0.2 -0.2 0.5
C -0.674854 1.441457 -2.530876 0.0 -1.2 0.4
C 0.637441 1.545384 -0.070556 -0.4 -0.7 -0.7
C 0.183689 0.308131 -0.567372 0.1 0.6 -0.1
C -1.054580 -0.869573 -2.588867 0.2 0.4 0.6
C -2.030589 -2.710177 -1.093780 0.4 0.1 0.6
C 0.847829 4.120902 3.157513 0.5 -0.1 -0.3
C -1.077358 -2.324063 -2.238031 0.0 0.2 -0.4
C -1.296854 -5.138848 -0.722754 0.4 -2.0 -0.4
C 4.562032 1.911079 3.093180 1.6 2.9 0.0
C 4.620834 0.551783 3.715807 -1.5 -2.6 0.5
C -1.225208 -5.550274 -2.182174 -0.2 0.2 0.2
C 3.288280 2.688128 3.057977 -0.9 -0.6 0.2
C -3.507622 -2.817990 -1.538908 0.1 -1.4 -0.4
C -0.481917 0.225420 -1.810401 0.3 0.5 0.6
C -4.055031 -0.442022 -0.884479 0.2 -0.3 -0.1
C 2.261490 2.339757 3.966317 -0.3 0.3 -0.3
C 1.059091 3.045721 4.015056 0.3 -0.1 0.1
H -2.041769 -0.849798 -4.513438 0.0 0.5 -0.1
H 2.375632 1.514225 4.664635 0.2 0.0 -0.2
H 1.676929 5.315656 1.575909 0.1 -0.1 0.1
H -1.334846 -2.897537 -3.128989 0.1 -0.1 0.0
H -2.138343 -5.286799 -2.704341 -0.1 0.2 -0.1
H -1.608053 1.684992 -4.424589 0.1 -0.1 0.2
H 0.799713 3.669192 -0.422376 0.0 0.0 0.0
H -3.686791 -0.533644 0.138661 0.0 0.1 0.0
H 5.239729 3.606171 1.356646 -0.3 0.3 -0.1
H -0.371249 -5.070226 -2.652136 0.1 0.1 -0.1
H -0.380746 3.580494 -2.619798 0.0 0.1 -0.1
H -4.974187 0.145860 -0.867616 0.1 -0.2 0.0
H 0.287587 2.757912 4.723792 0.2 0.0 -0.1
H -1.981911 -1.888828 -0.382642 0.1 0.1 0.2
H -5.262121 -1.945103 -1.785230 0.1 -0.1 0.0
H -1.098411 -6.630362 -2.231754 0.1 0.1 0.2
H 5.390327 -0.608364 4.974968 -0.1 0.0 0.0
H -3.318516 0.088982 -1.488072 0.0 0.1 0.1
H -0.085889 4.675116 3.193542 0.2 -0.1 0.0
H 1.160763 1.587464 0.875968 0.0 0.0 0.0
H -0.059099 -2.594476 -1.953951 -0.1 -0.3 0.2
H 0.361134 -0.594025 -0.000340 0.1 -0.1 0.1
H -1.475073 -3.769681 0.655662 -0.1 0.0 0.1
```
Positions in Å, forces in eV/Å.

Lowest unoccupied orbital energy in eV: -0.77
Gap between HOMO and LUMO in eV: 7.487
E_HOMO in hartree: -0.303
Total charge: 0

---

No. 3
# C6H10P2

An isolated molecule of C6H10P2 in a non-equilibrium geometry (ωB97M-V/def2-TZVPD, OMol25).

The geometry in XYZ format:
```
18
Properties=species:S:1:pos:R:3:forces:R:3
P -2.151127 -1.701053 0.251596 0.6 -1.0 0.2
P -3.040852 0.322545 0.367302 -2.3 -1.4 -0.1
C -0.374282 -1.418208 -0.020591 0.6 1.3 1.1
C -1.837478 1.294595 0.081518 3.8 -0.9 0.0
C 0.442343 -2.694484 -0.266615 1.4 3.1 -0.1
C 1.418732 0.401341 0.140435 0.8 1.3 -0.4
C 0.151619 -0.224582 0.177100 -3.9 -0.4 -0.9
C -1.440237 2.671261 -0.232493 -0.8 -0.9 0.8
H -1.790702 2.758927 -1.260177 1.0 0.5 -0.4
H 2.185157 -0.302990 0.468284 0.3 0.3 0.2
H 0.017652 -3.437940 0.272157 -1.6 -2.9 0.9
H 1.433657 -2.620150 0.184669 0.2 0.4 -0.1
H 0.582021 -2.831633 -1.319321 -0.2 -0.6 -0.5
H -2.052882 3.386765 0.334968 0.5 0.1 0.1
H -2.177889 -2.173984 -1.081896 -1.0 0.3 -0.3
H -0.371169 2.648104 0.014917 -0.2 1.2 -0.7
H 1.376938 1.350665 0.694544 0.5 -0.4 0.3
H 1.612139 0.716248 -0.885631 0.3 -0.1 -0.2
```
Positions in Å, forces in eV/Å.

Lowest unoccupied orbital energy (alpha / beta) in eV: 0.02 / 0.12
Gap between HOMO and LUMO (alpha / beta) in eV: 7.475 / 7.482
E_HOMO (alpha / beta) in hartree: -0.274 / -0.270
Total charge: 0

---

No. 4
# C4H7NO

An isolated molecule of C4H7NO in a non-equilibrium geometry (ωB97M-V/def2-TZVPD, OMol25).

The geometry in XYZ format:
```
13
Properties=species:S:1:pos:R:3:forces:R:3
O 1.035545 -1.536008 -0.922016 -0.5 -0.2 0.5
N -0.755283 1.072085 0.406147 -0.2 0.1 0.3
C -1.321769 -0.217029 -0.033045 0.0 -0.3 0.1
C 0.051529 -0.526498 -0.899654 -0.9 0.2 0.3
C 0.515007 0.776821 -0.312443 0.2 0.1 -0.2
C 0.408201 0.659686 1.166309 0.3 0.0 0.3
H 1.156886 1.540768 -0.748578 -0.3 -0.1 -0.1
H -2.169530 -0.000565 -0.706808 0.5 -0.4 0.0
H -1.695317 -0.830303 0.791671 0.3 -0.1 0.0
H 0.840504 1.439625 1.778591 0.1 0.0 -0.1
H -0.451576 -0.569513 -1.848977 0.8 0.5 -0.9
H 1.660889 -1.390230 -0.195201 -0.4 0.0 -0.2
H 0.381513 -0.327834 1.631059 0.0 0.2 -0.1
```
Positions in Å, forces in eV/Å.

Lowest unoccupied orbital energy in eV: 0.91
Gap between HOMO and LUMO in eV: 10.400
E_HOMO in hartree: -0.349
Total charge: 0